The following is a DFT calculation (ωB97M-V/def2-TZVPD) of a cluster of 2 separate species, C7H14NOSi in total at a distorted geometry.

Calculated values
HOMO level (alpha / beta)   -0.36549 / -0.36546 Eh
HOMO-LUMO gap (alpha / beta)   5.2031 / 5.2017 eV
DFT total energy   -18889.7356 eV
Total charge   +1
Energy relative to the best compared isomer or geometry (same formula, charge and spin)   4.735 eV

```
24
C7H14NOSi | the Open Molecules 2025 dataset | ωB97M-V/def2-TZVPD
C -2.604 1.376 0.949
C -1.965 0.204 1.326
C -2.108 1.670 -0.253
C -1.082 -0.123 0.370
C -0.023 -1.848 -2.041
C 0.660 -2.756 1.060
C 2.291 0.993 0.273
N 2.085 2.380 -0.317
O -1.117 0.866 -0.568
Si -0.076 -1.606 -0.059
H -3.321 1.953 1.434
H -2.132 -0.111 2.308
H -2.369 2.316 -1.007
H -0.854 -2.502 -2.282
H -0.420 -0.881 -2.396
H 0.887 -2.129 -2.594
H 1.735 -2.806 0.966
H 0.427 -2.610 2.212
H 0.222 -3.744 0.878
H 1.635 0.248 -0.249
H 2.003 0.953 1.304
H 1.276 2.445 -0.934
H 1.841 3.133 0.427
H 3.009 2.580 -0.807
```

=====

The following is a DFT calculation (ωB97M-V/def2-TZVPD) of the ion C7H14NS with charge +1 at a distorted geometry.

Calculated values
HOMO level   -0.45984 Eh
HOMO-LUMO gap   9.2810 eV
DFT total energy   -19802.9072 eV
Total charge   +1
Energy relative to the best compared isomer or geometry (same formula, charge and spin)   1.058 eV
SMILES string   CC(C)=C1SCC[N@H+]1C

```
23
C7H14NS | the Open Molecules 2025 dataset | ωB97M-V/def2-TZVPD
C 0.253 0.094 -2.769
C -0.302 0.541 -1.409
C -0.977 1.879 -1.346
C -0.008 -0.227 -0.349
S 0.917 -1.942 -0.445
C 0.825 -2.133 1.366
C -0.441 -1.357 1.764
N -0.434 -0.053 1.066
C 0.500 0.890 1.571
H 1.140 0.749 -3.128
H 0.668 -0.916 -2.641
H -0.422 0.265 -3.562
H -1.623 2.083 -0.494
H -0.159 2.570 -1.568
H -1.521 1.880 -2.225
H 1.766 -1.627 1.856
H 0.782 -3.206 1.569
H -1.391 -1.954 1.656
H -0.497 -1.166 2.898
H -1.398 0.461 1.123
H 0.736 1.615 0.765
H 0.239 1.368 2.546
H 1.347 0.185 1.759
```

=====

The following is a DFT calculation (ωB97M-V/def2-TZVPD) of a cluster of 2 separate species, C7H14O in total at a distorted geometry.

Calculated values
HOMO level   -0.32719 Eh
HOMO-LUMO gap   9.6657 eV
DFT total energy   -9529.9097 eV
Total charge   0
Energy relative to the best compared isomer or geometry (same formula, charge and spin)   3.857 eV
SMILES string   C=CCC(=C)CC.O

```
22
C7H14O | the Open Molecules 2025 dataset | ωB97M-V/def2-TZVPD
C 0.921 1.901 -1.974
C 0.869 0.921 -1.006
C -0.111 0.977 0.172
C 0.234 -0.075 1.264
C 1.331 -0.814 1.305
C -0.904 -0.432 2.297
C -1.361 0.851 3.000
H 1.771 2.081 -2.568
H 0.089 2.547 -2.233
H 1.553 0.080 -1.169
H 0.115 1.996 0.683
H -1.226 0.922 0.038
H 1.881 -0.857 0.220
H 1.874 -1.189 2.171
H -1.664 -0.971 1.911
H -0.393 -1.179 2.956
H -2.096 1.408 2.274
H -1.951 0.594 3.877
H -0.692 1.538 3.397
O -0.632 -2.730 -4.189
H -0.156 -2.026 -4.639
H 0.090 -3.073 -3.754
```

=====

The following is a DFT calculation (ωB97M-V/def2-TZVPD) of a cluster of 2 separate species, C7H14O in total at a distorted geometry.

Calculated values
HOMO level   -0.33846 Eh
HOMO-LUMO gap   9.9464 eV
DFT total energy   -9532.2831 eV
Total charge   0
Energy relative to the best compared isomer or geometry (same formula, charge and spin)   1.483 eV
SMILES string   C=C(C)/C(C)=C/C.O

```
22
C7H14O | the Open Molecules 2025 dataset | ωB97M-V/def2-TZVPD
C 0.523 -1.561 2.061
C -0.003 -1.088 0.937
C -1.049 -1.806 0.147
C 0.403 0.291 0.467
C -0.532 1.392 0.884
C 1.513 0.439 -0.251
C 2.022 1.744 -0.788
H 1.218 -1.091 2.745
H 0.268 -2.586 2.365
H -0.685 -2.629 -0.483
H -1.881 -2.216 0.717
H -1.544 -1.094 -0.520
H -0.102 2.392 0.814
H -1.424 1.409 0.258
H -0.838 1.274 1.930
H 2.148 -0.421 -0.453
H 2.368 1.664 -1.822
H 1.254 2.521 -0.803
H 2.818 2.162 -0.165
O -2.544 -0.274 -2.602
H -1.853 0.182 -2.112
H -2.080 -0.704 -3.326
```

=====

The following is a DFT calculation (ωB97M-V/def2-TZVPD) of a cluster of 2 separate species, C7H14O in total at a distorted geometry.

Calculated values
HOMO level   -0.29832 Eh
HOMO-LUMO gap   8.7530 eV
DFT total energy   -9530.7046 eV
Total charge   0
Energy relative to the best compared isomer or geometry (same formula, charge and spin)   3.062 eV
SMILES string   C=C/C=C(/C)CC.O

```
22
C7H14O | the Open Molecules 2025 dataset | ωB97M-V/def2-TZVPD
C 2.842 -0.421 -1.123
C 1.707 -0.375 -0.310
C 0.679 0.551 -0.367
C -0.641 0.405 -0.121
C -1.513 1.395 -0.813
C -1.218 -0.512 0.790
C -1.957 -1.566 -0.046
H 3.512 -1.193 -0.933
H 3.176 0.348 -1.862
H 1.557 -1.212 0.385
H 0.943 1.566 -0.759
H -1.509 1.172 -1.833
H -0.988 2.383 -0.695
H -2.530 1.384 -0.446
H -1.943 -0.266 1.515
H -0.284 -1.011 1.216
H -1.390 -2.491 -0.243
H -2.372 -1.037 -0.901
H -2.777 -2.148 0.464
O 1.927 1.102 2.224
H 1.423 0.265 2.126
H 1.357 1.660 1.733
```

=====

The following is a DFT calculation (ωB97M-V/def2-TZVPD) of a cluster of 2 separate species, C7H14O in total at a distorted geometry.

Calculated values
HOMO level   -0.30214 Eh
HOMO-LUMO gap   8.9147 eV
DFT total energy   -9531.6812 eV
Total charge   0
Energy relative to the best compared isomer or geometry (same formula, charge and spin)   2.085 eV
SMILES string   C=C/C=C(/C)CC.O

```
22
C7H14O | the Open Molecules 2025 dataset | ωB97M-V/def2-TZVPD
C -3.201 -0.047 0.282
C -1.872 -0.120 0.214
C -0.885 0.322 -0.746
C 0.435 0.449 -0.504
C 1.291 0.841 -1.711
C 1.102 0.201 0.833
C 0.511 1.145 1.842
H -3.806 -0.419 1.095
H -3.717 0.538 -0.471
H -1.386 -0.767 0.956
H -1.259 0.787 -1.659
H 1.170 0.147 -2.536
H 2.322 0.708 -1.337
H 1.405 1.895 -1.988
H 2.178 0.367 0.847
H 0.996 -0.872 1.055
H -0.539 1.078 2.126
H 0.730 2.204 1.719
H 0.929 0.946 2.855
O 1.104 -2.946 -1.264
H 0.485 -3.298 -0.604
H 2.008 -3.160 -1.003
```

=====

The following is a DFT calculation (ωB97M-V/def2-TZVPD) of an isolated molecule of C7H14O at a distorted geometry.

Calculated values
HOMO level   -0.33227 Eh
HOMO-LUMO gap   10.0046 eV
DFT total energy   -9532.4134 eV
Total charge   0
Energy relative to the best compared isomer or geometry (same formula, charge and spin)   1.353 eV
SMILES string   C/C=C(\C)CCCO

```
22
C7H14O | the Open Molecules 2025 dataset | ωB97M-V/def2-TZVPD
C -2.983 1.362 0.619
C -1.855 0.384 0.363
C -0.718 0.615 -0.275
C -0.012 1.949 -0.551
C 0.284 -0.551 -0.506
C 1.563 -0.550 0.303
C 2.391 -1.801 0.051
O 1.778 -2.939 0.662
H -3.339 1.799 -0.320
H -3.849 0.871 1.041
H -2.662 2.093 1.373
H -2.214 -0.646 0.431
H 0.778 2.122 0.162
H 0.402 1.692 -1.532
H -0.637 2.846 -0.612
H 0.494 -0.526 -1.586
H -0.241 -1.506 -0.361
H 2.219 0.300 0.033
H 1.270 -0.369 1.334
H 2.471 -1.942 -1.032
H 3.407 -1.713 0.451
H 1.454 -3.488 -0.047
```

=====

The following is a DFT calculation (ωB97M-V/def2-TZVPD) of a cluster of 2 separate species, C7H14O2 in total at a distorted geometry.

Calculated values
HOMO level   -0.29459 Eh
HOMO-LUMO gap   8.6732 eV
DFT total energy   -11576.5535 eV
Total charge   0
Energy relative to the best compared isomer or geometry (same formula, charge and spin)   4.755 eV

```
23
C7H14O2 | the Open Molecules 2025 dataset | ωB97M-V/def2-TZVPD
C 1.244 0.271 0.006
C 1.581 -0.878 -0.923
C 1.934 1.559 -0.387
C -0.706 0.975 -0.297
O 1.479 -0.118 1.341
O -0.856 1.408 -1.434
H 1.681 0.661 1.875
H -0.764 1.539 0.645
H 2.664 -1.009 -0.993
H 1.151 -1.814 -0.562
H 3.017 1.407 -0.415
H 1.594 1.884 -1.369
H 1.171 -0.667 -1.912
H 1.720 2.357 0.329
C -1.867 -0.801 1.599
C -1.656 -0.495 0.149
C -2.289 -1.021 -0.890
H -0.202 -0.188 -0.031
H -2.633 -1.570 1.724
H -0.944 -1.152 2.063
H -2.185 0.094 2.142
H -3.028 -1.807 -0.773
H -2.107 -0.636 -1.887
```

=====

Copy entry 7 word for word.
The following is a DFT calculation (ωB97M-V/def2-TZVPD) of an isolated molecule of C7H14O at a distorted geometry.

Calculated values
HOMO level   -0.33227 Eh
HOMO-LUMO gap   10.0046 eV
DFT total energy   -9532.4134 eV
Total charge   0
Energy relative to the best compared isomer or geometry (same formula, charge and spin)   1.353 eV
SMILES string   C/C=C(\C)CCCO

```
22
C7H14O | the Open Molecules 2025 dataset | ωB97M-V/def2-TZVPD
C -2.983 1.362 0.619
C -1.855 0.384 0.363
C -0.718 0.615 -0.275
C -0.012 1.949 -0.551
C 0.284 -0.551 -0.506
C 1.563 -0.550 0.303
C 2.391 -1.801 0.051
O 1.778 -2.939 0.662
H -3.339 1.799 -0.320
H -3.849 0.871 1.041
H -2.662 2.093 1.373
H -2.214 -0.646 0.431
H 0.778 2.122 0.162
H 0.402 1.692 -1.532
H -0.637 2.846 -0.612
H 0.494 -0.526 -1.586
H -0.241 -1.506 -0.361
H 2.219 0.300 0.033
H 1.270 -0.369 1.334
H 2.471 -1.942 -1.032
H 3.407 -1.713 0.451
H 1.454 -3.488 -0.047
```

=====

> Which value of total charge does entry 3 give?

0